Entry 1:
Molecular formula: C16H29NNbO13
Method: DFT, the ωB97M-V functional and the def2-TZVPD basis

Positions of all 60 atoms, in Å:
1 C -3.558235 -0.316267 -2.403757
2 O -3.360702 1.052847 -2.509830
3 C -2.543135 1.452738 -3.583035
4 C -1.020252 1.408905 -3.332108
5 C -0.561548 1.008742 -1.922175
6 Nb 0.065582 2.640734 -0.473745
7 C 1.274178 1.095768 0.703133
8 N 0.860898 4.143650 0.784652
9 C -1.217700 4.251502 -1.579622
10 O -2.678116 4.158780 -1.637093
11 O -3.237494 4.921689 -0.561768
12 C 1.918859 2.994857 -1.861534
13 O 1.585970 3.625850 -2.913673
14 O 3.075086 2.622556 -1.578996
15 C -1.524308 2.104797 1.150759
16 O -1.465186 2.575972 2.328190
17 O -2.406951 1.308743 0.747934
18 H -4.506775 -0.618519 -2.871648
19 H -3.607061 -0.575863 -1.350136
20 H -2.745309 -0.886051 -2.849871
21 H -2.854932 2.465144 -3.819793
22 H -2.777082 0.853458 -4.473120
23 H -0.600454 2.362802 -3.633535
24 H -0.611760 0.682758 -4.042120
25 H -1.273696 0.384441 -1.391359
26 H 0.340867 0.415816 -2.056757
27 H 0.617871 0.230593 0.842098
28 H 2.137323 0.761977 0.134512
29 H 1.541080 1.474343 1.685581
30 H 0.664812 5.087934 0.478183
31 H 0.517832 4.001377 1.729109
32 H -1.008640 5.205345 -1.079804
33 H -0.870760 4.388082 -2.603197
34 H -2.922540 5.815812 -0.756181
35 C -3.138335 -2.297178 3.373217
36 C -1.692218 -2.699658 3.228860
37 C -0.820158 -1.633859 2.603923
38 O 0.192453 -2.447506 1.955446
39 C -0.326924 -3.641777 1.692407
40 O 0.193743 -4.495012 1.033900
41 O -1.531616 -3.797944 2.302791
42 H -3.211209 -1.316951 3.843052
43 H -3.613405 -2.250818 2.394779
44 H -3.687701 -3.021491 3.980798
45 H -1.282668 -3.031251 4.190245
46 H -0.361930 -0.961304 3.321558
47 H -1.351365 -1.026401 1.863746
48 C 4.992884 -2.828746 2.088847
49 C 3.920492 -3.305793 1.137656
50 C 4.433987 -3.851035 -0.182048
51 O 3.370651 -3.553794 -1.074304
52 C 2.684409 -2.463654 -0.564686
53 O 1.862950 -1.854608 -1.134593
54 O 3.115914 -2.220318 0.703478
55 H 5.767728 -3.590406 2.208663
56 H 5.441457 -1.908900 1.714156
57 H 4.569727 -2.609738 3.068588
58 H 3.266803 -4.036721 1.626382
59 H 4.617261 -4.925193 -0.160901
60 H 5.339341 -3.331256 -0.515252

Cartesian forces, eV/Å:
0.1 -0.1 0.2
-0.3 0.2 0.0
0.2 0.3 -0.1
-0.3 -0.7 -0.1
0.3 0.7 -0.5
-0.2 0.9 -0.3
-0.7 -0.4 -0.4
-0.4 -0.1 -0.8
-0.5 0.0 0.5
-0.2 0.2 -0.3
-0.2 -0.2 0.0
1.1 -1.0 0.7
-0.8 0.1 0.5
0.5 0.0 -0.2
1.1 -0.3 1.2
0.0 0.1 0.0
-0.3 -0.5 -0.3
-0.1 -0.1 -0.2
0.0 0.0 0.3
0.2 -0.2 -0.1
-0.1 0.3 0.1
-0.2 -0.2 -0.1
0.2 0.2 0.0
0.1 -0.1 -0.3
-0.3 0.0 0.1
0.3 -0.1 0.2
-0.1 -0.2 0.1
0.4 0.1 0.0
0.1 0.2 0.2
0.1 0.2 0.2
-0.2 0.0 0.0
0.2 0.3 0.1
-0.1 -0.1 -0.3
0.2 0.1 -0.1
-0.2 -0.4 0.0
-0.2 0.3 0.0
0.0 0.1 -0.2
0.0 0.1 0.0
-0.1 0.2 0.1
0.1 -0.2 0.0
0.0 -0.1 0.1
0.0 0.1 -0.1
0.1 0.2 -0.1
0.0 0.0 0.0
0.0 0.0 0.0
0.2 0.0 -0.1
0.1 0.0 -0.1
-0.1 0.2 0.1
0.1 0.0 0.1
-0.1 0.0 -0.1
0.1 0.0 0.0
0.0 0.0 0.4
-0.2 -0.1 -0.4
0.0 -0.1 -0.1
0.0 0.0 0.0
0.0 0.0 -0.1
0.0 0.0 0.0
0.0 0.0 -0.1
-0.1 0.0 -0.1
0.0 0.0 0.1

Its net charge is -3. The highest occupied orbital energy comes out at 3.981 eV. As for the maximum force: 1.7 eV Å⁻¹. The calculation puts the electronic energy at -1716.48788 hartree.

***

Entry 2:
Molecular formula: C3H8P2
Method: DFT, the ωB97M-V functional and the def2-TZVPD basis

Positions of all 13 atoms, in Å:
1 C 0.735283 0.752742 0.398162
2 C 1.207534 -0.810246 0.358049
3 C 0.735151 -1.697055 -0.482663
4 P -0.940234 1.046853 -0.285198
5 P -1.953120 -0.673680 -0.063193
6 H 0.809854 1.002943 1.447767
7 H 1.362252 1.561097 -0.040956
8 H 1.810893 -0.958994 1.220723
9 H 0.184335 -1.527516 -1.345695
10 H 0.964882 -2.709123 -0.225330
11 H -0.786156 1.832547 -1.473562
12 H -0.944171 2.271530 0.416981
13 H -3.186507 -0.091096 0.074911

Cartesian forces, eV/Å:
1.5 -1.7 -1.2
-0.9 4.2 -0.4
1.7 -0.9 1.4
1.4 2.0 0.6
-0.6 -1.4 0.4
-0.8 0.1 0.4
0.2 -1.0 -0.2
0.3 -0.9 0.4
-0.9 0.5 -1.2
0.1 -0.7 -0.3
0.2 -0.8 -0.2
-1.1 -0.1 0.5
-1.0 0.7 -0.2

Its net charge is 0. The highest occupied orbital energy comes out at -7.595 eV. As for the maximum force: 4.4 eV Å⁻¹. The calculation puts the electronic energy at -801.67802 hartree. Its SMILES is C=CC[PH2]=P.

***

Entry 3:
Molecular formula: C2H4ClN5
Method: DFT, the ωB97M-V functional and the def2-TZVPD basis

Positions of all 12 atoms, in Å:
1 C -0.188157 -0.175914 -0.240629
2 C -0.608784 1.174420 -0.071777
3 H 2.965545 -0.266537 -0.147582
4 H 2.088066 -0.832632 1.163283
5 H 1.047962 -1.668596 -0.612871
6 H -3.247702 -0.228929 0.143198
7 N 2.077627 -0.199935 0.357503
8 N 1.052723 -0.659573 -0.488930
9 N -1.305554 -0.913626 -0.151033
10 N -2.251113 -0.064874 0.061590
11 N -1.950492 1.214132 0.131188
12 Cl 0.319876 2.622066 -0.143942

Cartesian forces, eV/Å:
-2.2 1.7 0.5
-0.8 0.2 0.1
-0.5 0.1 0.3
0.4 0.4 -0.1
-0.1 0.2 -0.1
0.5 -0.9 -0.1
0.3 -0.4 0.5
0.7 -1.1 -1.0
1.5 -1.2 -0.1
-2.1 1.7 0.3
2.4 -0.3 -0.4
-0.2 -0.4 0.0

Its net charge is 0. The highest occupied orbital energy comes out at -8.621 eV. As for the maximum force: 2.8 eV Å⁻¹. The calculation puts the electronic energy at -812.52208 hartree. Its SMILES is NNc1n[nH]nc1Cl.

***

Q: Among the records above, which one has the highest highest occupied orbital energy?
A: C16H29NNbO13

***

Q: Number 2 is which compound?
A: C3H8P2

***

Q: Look up the net charge of the first one.
A: -3